Record 1
13
Properties=species:S:1:pos:R:3:forces:R:3:mulliken_charge:R:1 method="wB97M-V/def2-TZVPD" fmax_ev_per_a=4.00 de_lowest_ev=2.399 charge=+1 e_homo_ev=-15.95 gap_ev=9.38 e_tot_ha=-554.6619
H 0.60799 -2.41933 0.32100 -0.5 -0.4 0.3 0.301
H -2.04550 0.59299 -0.80424 0.1 0.1 1.1 0.257
H -0.21728 -2.17801 1.82050 0.3 0.7 0.8 0.373
H 0.00307 -0.28069 -0.21986 2.1 1.3 -1.8 0.429
H -0.45811 2.44859 -2.05431 -0.7 1.3 -0.2 0.313
C -0.38140 -2.18421 0.75648 1.3 -1.0 -0.6 -0.997
H 0.79817 1.64433 -2.00626 -1.7 -0.4 0.1 0.322
H 2.85346 2.76397 1.20026 0.1 -0.5 0.4 -0.010
H 3.00556 2.19862 1.68538 -0.1 0.5 -0.4 0.010
S -2.19505 -0.19373 0.33471 -0.3 0.0 -1.5 0.002
O -0.19772 1.55624 -1.91520 2.3 -0.9 0.2 -0.617
C -0.71385 -0.88267 0.17665 -2.9 -1.7 2.2 0.241
H -1.05935 -3.06609 0.70489 0.0 1.0 -0.7 0.375

---

Record 2
100
Properties=species:S:1:pos:R:3:forces:R:3:mulliken_charge:R:1 method="wB97M-V/def2-TZVPD" fmax_ev_per_a=9.47 de_lowest_ev=8.545 e_homo_ev=-8.26 gap_ev=8.24 e_tot_ha=-2246.3103
O -3.01003 -5.36289 -1.42287 4.1 -1.6 1.2 -0.566
O -0.64803 2.60911 1.80013 0.6 0.4 -1.4 -0.558
O 3.85897 0.20511 -1.63087 0.0 0.0 0.3 -0.500
H 0.95897 2.13211 -2.20687 0.1 -0.7 -0.2 0.150
H 1.03697 3.72111 -1.71087 0.4 0.8 0.6 0.236
H -3.44903 2.33211 -2.25187 0.1 -0.3 0.8 0.106
H -0.51903 1.72611 1.38813 0.0 0.8 0.3 0.138
H 1.17597 -3.33189 2.46413 0.1 -1.6 -1.2 0.406
N 3.69197 -1.85389 0.34013 4.5 0.8 1.1 -0.203
H 0.31497 3.38111 3.54613 0.2 -0.2 -0.7 0.353
H -3.84003 -5.65889 -1.66487 -2.5 -0.5 -0.6 0.321
O 2.76597 1.52611 0.91713 5.8 -0.9 0.8 -0.743
H 0.67297 -0.19189 -1.72387 -0.1 0.5 -0.1 -0.077
O 2.44297 4.55411 3.03613 -0.9 2.3 -5.1 -0.685
H 2.22797 3.09611 1.02313 0.3 1.0 -0.5 0.121
H 1.08997 -2.65289 3.97413 0.2 0.7 -0.1 0.256
O -2.10503 -0.30489 3.26013 -1.5 0.3 0.2 -0.475
C 2.87297 -2.87189 0.26613 2.1 -7.7 3.3 0.280
H -2.46603 -0.94289 -2.11787 0.1 0.4 0.0 0.196
H -0.35603 -0.37089 4.36213 1.3 -0.3 -0.8 0.403
N 4.77097 0.49511 1.52513 -1.2 -4.9 -0.3 -0.320
O -1.74903 0.96511 -3.73987 -4.7 -4.8 -1.9 -0.840
C 0.38497 2.87211 -1.66587 0.1 0.1 0.1 -0.439
C 2.23597 4.96711 1.77313 0.5 -4.7 6.4 0.458
N -3.02803 -0.89289 -2.97787 -1.5 -1.5 -0.2 0.200
H -0.83603 -2.67089 -2.27487 -0.5 0.6 -0.3 -0.402
C -1.89903 -1.52289 5.29613 2.4 -0.3 1.2 -1.369
H 0.54197 -0.34889 1.59813 -0.1 0.6 -0.4 -0.342
C -2.75603 -0.03589 -3.94487 6.8 4.0 5.2 0.390
H 4.93697 -1.20289 -2.76487 0.9 0.2 0.1 0.386
H 5.83497 2.70611 1.27013 -2.0 -0.3 0.0 0.212
H 1.62097 -2.44289 -3.27787 1.1 -0.8 1.1 0.426
H -5.22903 0.66411 0.92213 1.1 -0.3 0.1 0.270
N 1.76997 6.10911 1.40513 -0.9 6.7 1.6 -0.433
H 2.61497 4.38611 -0.12587 -1.4 -0.3 1.1 0.320
H 2.17497 6.64111 0.61713 -0.7 -0.7 0.8 0.221
C 0.71897 -2.04489 -3.62987 -0.9 0.2 -1.9 -0.687
N 1.71997 -2.48389 -0.11187 -4.1 -0.6 -2.2 0.720
H -3.89103 -3.78289 -0.68887 -0.1 0.9 0.9 0.296
H 4.39297 3.52411 0.82013 -0.5 -0.2 0.4 0.145
C -1.39903 -0.31589 4.48913 -2.3 -0.9 1.2 -0.412
H 3.62697 -1.01889 -0.22987 -0.1 0.0 -0.3 -0.090
H 3.43697 -0.71589 -3.46987 -0.2 0.4 0.1 0.253
H -0.11503 -2.18189 2.81013 -1.7 -0.1 -0.3 0.163
C -4.23303 -0.98889 0.75013 -1.3 -0.6 0.6 -0.819
C -3.64203 2.14911 -1.16287 0.5 -0.6 -2.2 -0.375
N 2.15697 4.12111 0.78313 2.3 -3.7 -3.1 0.045
H 0.87397 -1.96689 -4.69287 0.0 -1.2 -0.9 0.539
H -1.12103 -0.09989 1.83413 0.8 0.1 -1.5 0.100
H 5.66697 0.44911 1.94613 0.5 0.1 0.2 0.179
H -3.02303 0.27111 -5.87487 -0.5 -0.3 1.2 0.322
H 0.31797 1.54811 3.33013 0.0 1.2 -0.3 -0.025
H -3.68403 -1.65789 -3.27487 1.1 1.1 1.1 0.263
H -1.55103 -2.50189 4.94513 0.6 0.3 -0.3 0.296
O 3.12297 -4.13989 0.77513 -0.9 6.3 -2.7 -0.790
O -0.76803 3.23511 -2.40587 0.7 -0.1 0.5 -0.591
O 0.70297 -0.68889 -3.32787 -0.9 1.8 0.2 -0.587
H 0.25297 2.51111 -0.60887 -0.3 0.7 -1.0 0.244
C -0.55103 -2.82789 -3.31487 1.5 -0.3 0.4 -0.589
H -5.02203 -1.52389 1.28613 -0.1 -0.5 -0.2 0.497
C 0.89497 -2.43489 2.91213 1.2 0.7 1.2 -0.700
H 2.10597 -1.65189 1.54413 -1.0 0.7 2.1 0.613
C 3.94597 -0.86989 -2.51587 -0.4 -1.2 -1.4 -0.519
H -2.93403 -1.73089 5.30213 -1.5 0.8 0.3 0.423
H -0.33103 -3.89789 -3.31387 0.0 -0.1 -0.6 0.569
H -4.66603 2.41811 -1.02587 -1.2 -0.1 0.3 0.458
H -2.07403 -3.53089 -0.71887 -0.7 -1.1 -0.3 0.070
O 1.65897 -1.35189 2.38713 1.1 -0.2 -0.3 -0.834
H -1.54803 0.60311 5.06813 -0.3 0.0 -0.2 0.405
N -3.36903 -0.24189 -5.03887 -1.8 -0.1 -6.9 -0.427
H 4.18097 -0.36989 1.31713 1.5 1.5 1.4 0.441
H 3.50097 -1.75889 -2.08487 -0.3 0.1 0.2 0.063
C 4.12597 1.54911 1.19413 -7.1 1.8 -1.2 0.220
N 0.62897 0.03011 -0.72687 4.5 0.8 -2.4 1.437
H 1.51097 -1.53389 -0.48387 -0.2 -0.8 0.3 -0.536
C -0.22103 2.52411 3.11813 -1.0 -1.6 1.5 -0.646
H 0.00997 -0.22889 -3.88087 0.5 -0.2 1.1 0.061
H -2.93003 2.74011 0.49013 0.4 0.4 -0.6 0.280
N 4.77897 2.68011 1.21113 3.3 2.5 -0.4 -0.346
N -0.31803 0.01311 1.14613 -2.2 -0.2 6.3 2.144
H 1.53297 6.63311 2.27413 0.6 0.2 -1.3 0.275
O -4.31103 0.34711 1.07013 -0.7 2.0 1.0 -0.458
H -1.24503 -2.55789 -4.10187 -0.7 -0.2 0.5 0.274
H -3.13503 -3.59589 -2.21787 0.6 0.8 0.6 0.092
H -1.17303 2.42011 3.65713 0.2 0.1 0.8 0.286
H -0.97303 2.43211 -2.87887 -0.9 -0.4 -0.4 0.470
H 1.42697 0.54411 -0.24787 -1.3 -0.6 -0.8 -0.555
H 4.62597 -2.11289 0.67613 -0.5 0.2 -0.5 0.246
H 1.06997 -3.24989 -0.19687 -0.5 0.3 -0.2 0.021
H -3.08703 -0.30689 3.47313 1.8 0.2 -0.6 0.239
H -3.30103 -1.39889 1.01013 1.3 -0.2 0.6 0.223
O -1.59403 -0.57189 -0.73587 3.7 1.4 2.5 -0.607
H -4.29203 -1.10689 -0.29387 -0.4 -0.5 -1.6 0.361
C -0.48303 -0.14889 -0.11287 -5.5 -2.8 -3.6 -1.248
H -3.82203 -1.13489 -5.33287 0.6 1.2 1.0 0.220
H 4.44097 0.89311 -1.94987 0.0 0.4 0.1 0.275
H -1.48003 -1.42089 6.33313 -0.7 -0.2 -0.7 0.346
H -3.45203 1.08311 -0.93887 -0.2 0.6 -0.2 -0.002
O -2.82803 3.00611 -0.44787 0.4 0.1 1.8 -0.471
C -2.96903 -4.00689 -1.19787 -1.4 1.6 -1.6 -0.157

---

Record 3
14
Properties=species:S:1:pos:R:3:forces:R:3:mulliken_charge:R:1 method="wB97M-V/def2-TZVPD" fmax_ev_per_a=6.32 de_lowest_ev=3.016 charge=+1 e_homo_ev=-15.12 gap_ev=10.43 e_tot_ha=-286.8316
C -1.37197 -2.03551 0.20149 0.9 2.4 -0.5 0.377
O -1.07246 -2.62139 1.12175 -0.3 -0.6 0.0 -0.166
H 1.29298 1.57088 -0.29881 1.0 -0.7 0.6 0.256
H -1.21903 0.45870 -1.48719 -2.1 -1.0 -1.4 0.374
H 1.64263 -0.30288 0.63504 -0.7 -0.3 1.9 0.357
C 0.49122 1.60947 -0.98991 1.4 -0.2 0.2 -1.331
H 0.90649 1.72861 -1.94241 0.6 -0.6 -1.9 0.367
H 0.55925 -1.25832 1.79973 -0.2 -2.0 0.2 0.372
N -0.26097 -0.22732 0.18689 -4.6 -4.2 -1.2 -0.255
H 0.51427 0.32400 1.91760 0.0 3.4 2.6 0.363
H -1.96661 -1.98123 -0.73131 0.2 -0.1 0.5 0.346
H 0.26841 2.60036 -0.83247 -2.1 2.3 0.6 0.369
C -0.44814 0.52139 -0.81565 2.9 1.3 2.8 0.484
C 0.66392 -0.38676 1.23524 3.0 0.1 -4.4 -0.914